A structure of composition C6H9N, computed with the ωB97M-V functional and the def2-TZVPD basis.

Summary:
Kohn-Sham gap   9.0 eV
Charge   0

Geometry as XYZ:
```
16
C6H9N the ωB97M-V functional and the def2-TZVPD basis
C -1.80 0.98 0.62
C -1.48 -0.39 0.13
C 0.14 -0.47 -0.94
C 1.66 -0.03 -1.03
C -0.23 -1.01 0.51
C 0.68 -0.48 1.55
N 1.37 -0.04 2.37
H -0.99 1.60 1.03
H -2.35 1.55 -0.14
H -2.52 0.79 1.43
H -0.16 0.54 -1.15
H -0.18 -1.16 -1.73
H 1.84 0.39 -2.03
H 1.94 0.74 -0.30
H 2.27 -0.91 -0.87
H -0.22 -2.11 0.54
```

---

The molecule C6H9N, computed with the ωB97M-V functional and the def2-TZVPD basis.

Summary:
Kohn-Sham gap   9.5 eV
Charge   0
Structure (SMILES)   C[C@@]12C=NC[C@@H]1C2

Geometry as XYZ:
```
16
C6H9N the ωB97M-V functional and the def2-TZVPD basis
C 1.61 -0.66 0.97
C 0.44 -0.24 0.12
C -0.70 -1.22 0.00
N -1.71 -0.88 -0.70
C -1.75 0.55 -0.35
C -0.33 1.06 -0.02
C 0.62 0.66 -1.09
H 1.27 -0.93 1.98
H 2.37 0.12 1.06
H 2.09 -1.54 0.53
H -0.88 -1.99 0.74
H -2.39 0.57 0.56
H -2.24 0.96 -1.21
H -0.15 1.94 0.60
H 1.56 1.20 -1.15
H 0.18 0.38 -2.05
```

---

The molecule C6H9N, computed with the ωB97M-V functional and the def2-TZVPD basis.

Summary:
Kohn-Sham gap   9.4 eV
Charge   0
Structure (SMILES)   C=N[C@H]1C=C[C@@H]1C

Geometry as XYZ:
```
16
C6H9N the ωB97M-V functional and the def2-TZVPD basis
C -2.34 -0.67 0.70
N -2.04 -0.27 -0.46
C -0.75 0.21 -0.79
C -0.42 1.59 -0.52
C 0.76 1.35 0.11
C 0.75 -0.08 0.31
C 1.99 -0.87 -0.07
H -3.41 -0.96 0.96
H -1.63 -0.78 1.46
H -0.54 -0.26 -1.83
H -1.02 2.40 -0.92
H 1.53 2.02 0.35
H 0.12 -0.41 1.22
H 2.04 -1.85 0.56
H 2.98 -0.23 0.08
H 1.98 -1.18 -1.16
```

---

The molecule C6H9N, computed with the ωB97M-V functional and the def2-TZVPD basis.

Summary:
Kohn-Sham gap   10.6 eV
Charge   0
Structure (SMILES)   [H]/N=C(\C)CC=C=C

Geometry as XYZ:
```
16
C6H9N the ωB97M-V functional and the def2-TZVPD basis
H -2.72 -0.12 -0.04
N -1.99 -0.71 0.36
C -0.96 -0.02 0.63
C -0.82 1.47 0.42
C 0.23 -0.72 1.26
C 1.45 -0.73 0.36
C 1.34 -0.59 -0.93
C 1.08 -0.45 -2.21
H 0.16 1.72 0.01
H -0.91 1.98 1.39
H -1.60 1.85 -0.25
H -0.07 -1.75 1.48
H 0.48 -0.23 2.21
H 2.43 -0.90 0.82
H 1.08 0.52 -2.69
H 0.82 -1.32 -2.81
```

---

The molecule C6H9N, computed with the ωB97M-V functional and the def2-TZVPD basis.

Summary:
Kohn-Sham gap   8.8 eV
Charge   0
Structure (SMILES)   C#CNCCC=C

Geometry as XYZ:
```
16
C6H9N the ωB97M-V functional and the def2-TZVPD basis
C -2.45 -1.21 -0.11
C -1.63 -0.46 -0.59
N -0.65 0.38 -0.97
C -0.30 1.57 0.14
C 0.67 0.74 0.93
C 1.27 -0.19 -0.18
C 1.44 -1.53 -0.06
H -3.14 -1.87 0.33
H -0.76 0.69 -1.93
H -1.21 1.87 0.66
H 0.18 2.36 -0.44
H 0.13 0.12 1.64
H 1.45 1.34 1.39
H 1.97 0.35 -0.82
H 0.76 -2.12 0.54
H 2.26 -2.04 -0.53
```

---

A structure of composition C6H9N, computed with the ωB97M-V functional and the def2-TZVPD basis.

Summary:
Kohn-Sham gap   9.5 eV
Charge   0

Geometry as XYZ:
```
16
C6H9N the ωB97M-V functional and the def2-TZVPD basis
C -0.40 1.20 -1.56
N -0.12 1.06 -0.14
C -0.97 0.27 0.72
C -0.46 -1.18 0.78
C 0.77 -1.23 -0.12
C 1.00 0.24 0.34
C 0.15 -0.09 1.62
H -1.01 0.38 -1.98
H 0.54 1.25 -2.12
H -0.93 2.14 -1.73
H -2.00 0.53 0.96
H -1.08 -2.01 1.13
H 0.64 -1.43 -1.19
H 1.54 -1.89 0.30
H 2.00 0.69 0.30
H 0.31 0.07 2.68
```

---

The molecule C6H9N, computed with the ωB97M-V functional and the def2-TZVPD basis.

Summary:
Kohn-Sham gap   7.6 eV
Charge   0

Geometry as XYZ:
```
16
C6H9N the ωB97M-V functional and the def2-TZVPD basis
C -1.96 -2.74 -0.80
C -1.69 -1.43 -0.82
C -0.63 -0.93 0.01
C -0.09 0.37 -0.49
C 0.31 1.35 0.59
C 1.57 1.22 1.34
N 1.43 2.23 0.28
H -2.66 -3.21 -1.48
H -1.42 -3.38 -0.10
H -2.24 -0.78 -1.53
H -0.71 0.89 -1.25
H 0.84 0.08 -1.02
H -0.53 1.78 1.13
H 2.25 0.40 1.12
H 1.59 1.55 2.38
H 1.29 3.15 0.68
```

---

The molecule C6H9N, computed with the ωB97M-V functional and the def2-TZVPD basis.

Summary:
Kohn-Sham gap   9.3 eV
Charge   0
Structure (SMILES)   CCc1c/c1=N/C

Geometry as XYZ:
```
16
C6H9N the ωB97M-V functional and the def2-TZVPD basis
C 1.26 -0.71 1.08
C 1.31 0.44 0.08
C 0.38 0.06 -0.99
C 0.09 -0.47 -2.18
C -1.10 -0.31 -1.55
N -2.31 -0.45 -1.24
C -2.75 -0.13 0.07
H 1.51 -1.63 0.84
H 0.20 -0.80 1.52
H 2.04 -0.43 1.85
H 2.32 0.69 -0.19
H 0.73 1.25 0.58
H 0.63 -0.82 -3.08
H -3.62 -0.75 0.29
H -3.31 0.85 0.17
H -1.99 -0.02 0.85
```

---

Number 1: largest force on an atom 2.2 eV/A, highest occupied orbital energy -0.310 hartree. Number 2: largest force on an atom 2.1 eV/A, highest occupied orbital energy -0.318 hartree. Number 3: largest force on an atom 4.4 eV/A, highest occupied orbital energy -0.309 hartree. Number 4: largest force on an atom 0.4 eV/A, highest occupied orbital energy -0.353 hartree. Number 5: largest force on an atom 3.5 eV/A, highest occupied orbital energy -0.288 hartree. Number 6: largest force on an atom 0.5 eV/A, highest occupied orbital energy -0.305 hartree. Number 7: largest force on an atom 0.4 eV/A, highest occupied orbital energy -0.302 hartree. Number 8: largest force on an atom 6.1 eV/A, highest occupied orbital energy -0.309 hartree.